Entry 1:
The following is a DFT calculation (ωB97M-V/def2-TZVPD) of a molecular structure, C39H40GeN4O2RuSe2Si.

Its energy above the lowest of the compared OMol25 structures with the same formula, charge and spin is 13.42 kcal per mole. As for the spin multiplicity: 5. The total energy is -248800.1499 eV. Its largest force on an atom is 1.82 eV/A. Its net charge is +2.

Each line ends with the Mulliken charge.
Geometry (Å):
Ru 0.18826 -0.31014 2.08215  0.088
Se -1.97166 -3.49772 2.77560  0.107
Se -2.47709 -1.25391 2.89607  0.084
C -1.38577 -0.81867 4.44355  0.462
C -1.86583 -0.83496 5.73432  -0.777
C -0.98607 -0.52199 6.76531  -0.381
C 0.32859 -0.20121 6.45554  -0.753
C 0.73157 -0.19087 5.13501  -0.360
N -0.11969 -0.49536 4.14194  0.279
C -0.88350 -3.51899 1.17849  0.101
C -1.07768 -4.57780 0.30567  -0.806
C -0.24912 -4.67330 -0.80163  -0.381
C 0.73095 -3.71129 -0.99155  -0.956
C 0.84485 -2.68719 -0.07064  -0.270
N 0.04559 -2.58700 0.99718  0.693
H -2.89796 -1.09138 5.92724  0.552
H -1.32488 -0.52511 7.79260  0.451
H 1.04043 0.03696 7.23303  0.496
H 1.74317 0.05625 4.84748  0.439
H -1.86348 -5.29675 0.49239  0.473
H -0.36752 -5.49116 -1.49941  0.451
H 1.39673 -3.75443 -1.84154  0.478
H 1.60280 -1.92311 -0.17504  0.299
O 1.46121 1.63182 1.11848  -0.589
C 1.08097 1.16887 0.02917  0.456
O 0.31356 0.13357 0.01176  1.164
C 1.49702 1.77917 -1.29042  -1.320
C 1.20685 0.89003 -2.50179  -1.142
Ge -0.73348 0.79932 -2.99803  1.036
C -2.26505 0.02697 -1.98640  0.233
C -2.17034 -1.22365 -1.37927  -0.303
C -3.28331 -1.80248 -0.78091  -0.253
C -4.50141 -1.13458 -0.77718  -0.847
C -4.60474 0.10520 -1.39121  -0.745
C -3.49417 0.68016 -2.00069  -0.439
C -0.79026 -0.25263 -4.67302  0.502
C -1.90343 -0.10896 -5.49851  -0.309
C -1.95197 -0.76172 -6.72227  -0.736
C -0.90423 -1.58234 -7.11592  -0.506
C 0.20431 -1.73331 -6.29691  -0.661
C 0.25922 -1.07067 -5.07619  -0.604
C -1.12116 2.68489 -3.43799  0.290
C -0.60624 3.16524 -4.64253  -0.769
C -0.84615 4.47267 -5.03984  -0.709
C -1.59414 5.31800 -4.23227  -0.624
C -2.09058 4.86032 -3.02109  -0.641
C -1.84545 3.55216 -2.62427  0.301
H 2.56255 2.00192 -1.20495  0.529
H 0.98336 2.74150 -1.37930  0.278
H 1.60706 -0.11311 -2.35119  0.540
H 1.66884 1.31570 -3.39205  0.597
H -1.22554 -1.75198 -1.39929  0.404
H -3.20884 -2.79533 -0.34697  0.502
H -5.37593 -1.59053 -0.33080  0.470
H -5.55543 0.62261 -1.41396  0.454
H -3.59922 1.63962 -2.49153  0.536
H -2.73183 0.52227 -5.19520  0.379
H -2.81052 -0.62777 -7.36830  0.419
H -0.95531 -2.11114 -8.05863  0.402
H 1.03045 -2.35956 -6.61038  0.422
H 1.13419 -1.18552 -4.44469  0.283
H -0.03612 2.50510 -5.28778  0.404
H -0.45352 4.82648 -5.98438  0.424
H -1.78648 6.33573 -4.54557  0.395
H -2.66785 5.52233 -2.38772  0.422
H -2.22203 3.20221 -1.66756  0.008
N -1.28484 3.58214 2.25802  0.008
C -2.13233 3.17937 1.25168  -0.589
C -2.03658 1.82629 1.19868  -0.290
N -1.14841 1.41157 2.17174  0.592
C -0.70108 2.50270 2.78044  -0.795
H -1.11796 4.53359 2.54616  0.273
H -2.72789 3.86852 0.67972  0.549
H -2.55317 1.12316 0.56392  0.179
H 0.01832 2.53185 3.58149  0.478
C 4.75912 0.17109 5.06234  -1.006
Si 4.81124 -1.13913 3.70204  -0.045
C 6.13925 -0.78477 2.41647  -0.967
C 5.06167 -2.83946 4.46492  -0.990
C 3.13716 -1.04912 2.87274  0.762
C 2.00602 -0.95399 2.38794  -0.614
H 5.77290 0.38375 5.40334  0.378
H 4.19311 -0.18545 5.92624  0.288
H 4.32254 1.10932 4.71355  0.342
H 7.10919 -0.75501 2.91441  0.338
H 5.97416 0.17266 1.92123  0.334
H 6.16535 -1.57010 1.66061  0.333
H 5.96303 -2.81549 5.07939  0.350
H 5.18893 -3.60966 3.70392  0.334
H 4.22272 -3.12328 5.10278  0.338

Atoms 1-6, force components in eV/Å:
1.266 -0.170 -1.300
0.048 -0.451 -0.112
0.122 0.289 0.009
-0.263 -0.109 -0.278
0.039 -0.021 0.039
0.037 0.040 -0.123

***

Entry 2:
The following is a DFT calculation (ωB97M-V/def2-TZVPD) of a molecular structure, C46H45N6O7S3Sn.

Its energy above the lowest of the compared OMol25 structures with the same formula, charge and spin is 16.63 kcal per mole. The total energy is -110018.1847 eV. Its largest force on an atom is 5.45 eV/A. Its net charge is +3.

Each line ends with the Mulliken charge.
Geometry (Å):
Sn -0.62347 -0.55118 0.54210  2.140
C 1.76024 2.99000 3.14219  -0.919
N 0.31280 2.89943 3.14582  0.179
C -0.42590 3.97696 3.46769  -0.557
C -1.73170 3.63418 3.50933  -0.741
N -1.76714 2.25919 3.32681  0.792
C -0.52263 1.81666 3.05402  0.288
S -0.05608 0.17975 2.77282  -0.404
C -2.91310 1.50915 3.79338  -0.027
C -3.24863 1.62577 5.16341  -0.620
C -4.29174 0.82145 5.57927  -0.745
C -4.87595 -0.05615 4.67830  -0.856
C -4.42137 -0.14570 3.39299  -0.252
N -3.44735 0.64235 2.95011  0.178
H 2.17040 2.08236 2.79873  0.344
H 2.07196 3.24539 4.15754  0.351
H 1.95092 3.86016 2.48969  0.365
H -0.05545 4.96991 3.63586  0.526
H -2.61775 4.22107 3.64132  0.614
H -2.78495 2.34499 5.79897  0.578
H -4.65322 0.87199 6.62732  0.420
H -5.72283 -0.63128 4.95099  0.500
H -4.88661 -0.77087 2.64777  0.585
O -0.44678 -2.47152 1.44116  -0.238
S -0.73521 -2.96027 2.95631  0.467
C -2.02817 -4.12770 2.69770  -1.300
C -2.12745 -4.73266 1.27125  -0.319
C -2.97640 -3.70565 0.44786  0.363
C -2.66263 -3.58886 -1.05965  -1.188
S -0.94363 -3.28179 -1.46043  0.535
O -0.72703 -1.77123 -1.19963  -0.764
C -0.79457 -3.52595 -3.20673  0.388
C 0.01020 -4.64082 -3.42000  -0.352
C 0.45377 -4.90533 -4.73531  -0.742
C 0.00621 -4.09261 -5.77558  -0.599
C -0.78883 -2.96974 -5.48867  -0.494
C -1.14560 -2.65762 -4.23837  -0.312
C 0.58546 -3.96588 3.47559  0.239
C 1.29747 -5.04269 2.90895  -0.089
C 2.14143 -5.83123 3.60347  -0.841
C 2.31818 -5.55213 4.95327  -0.297
C 1.75371 -4.44805 5.54482  -0.778
C 0.91273 -3.59444 4.81380  -0.445
H -2.95836 -3.57630 2.89017  0.588
H -1.87598 -4.82085 3.53503  0.641
H -2.56998 -5.74001 1.29952  0.564
H -1.11891 -4.76435 0.77247  -0.033
H -2.81341 -2.75452 0.92699  -0.576
H -4.04510 -4.00262 0.52248  0.510
H -3.24548 -2.82878 -1.53161  0.517
H -2.89087 -4.53132 -1.50810  0.664
H 0.44779 -5.25066 -2.63004  0.388
H 1.10453 -5.74003 -4.86492  0.460
H 0.36293 -4.20709 -6.79630  0.405
H -1.10568 -2.29068 -6.29173  0.396
H -1.63536 -1.67759 -4.05785  0.297
H 1.10916 -5.26822 1.85044  0.313
H 2.66589 -6.65905 3.17671  0.486
H 2.95340 -6.16364 5.61146  0.386
H 2.01951 -4.15450 6.53517  0.428
H 0.50615 -2.72426 5.20618  0.588
O -1.28379 1.04744 -0.42323  -0.723
C -2.57597 0.78043 -0.43267  0.677
O -2.85602 -0.40422 0.03336  -0.606
C -3.51399 1.72975 -0.87837  0.018
C -4.66933 1.40841 -1.60389  -0.445
C -5.45923 2.41746 -2.16050  -1.015
C -5.04557 3.72941 -1.97958  0.945
O -5.69825 4.81608 -2.43760  -0.421
C -4.75893 5.86199 -2.36139  -0.213
O -3.69991 5.37891 -1.44630  -0.517
C -3.83716 4.05179 -1.31639  0.484
C -3.13594 3.11306 -0.76802  -0.983
H -4.93758 0.36921 -1.76539  0.504
H -6.33697 2.12989 -2.75115  0.427
H -5.12850 6.75340 -1.89686  0.276
H -4.29044 5.98320 -3.37160  0.266
H -2.27010 3.43189 -0.22713  0.594
C 6.88584 5.19110 -1.16776  -1.356
C 6.14890 4.26183 -2.12349  0.607
C 4.87949 4.47809 -2.67351  -0.817
C 4.24303 3.52027 -3.43233  0.140
C 4.92711 2.36676 -3.72492  0.121
N 4.39534 1.35116 -4.57981  -0.137
C 3.32814 0.57165 -4.30377  0.148
O 3.09948 -0.40395 -4.94637  -0.614
N 2.39206 1.12454 -3.38008  0.083
C 2.41197 0.80143 -2.05707  0.173
C 3.59888 0.55861 -1.38522  0.078
C 3.56516 -0.35783 -0.35935  -1.429
C 2.34807 -0.61179 0.18331  -0.109
N 1.23464 -0.02479 -0.26176  0.541
C 1.21479 0.68822 -1.39168  -0.735
C 6.19086 2.14603 -3.26246  -0.629
C 6.79712 3.08442 -2.46563  -0.853
H 6.22688 6.07183 -0.98439  0.342
H 7.80141 5.64726 -1.57584  0.337
H 7.23301 4.66059 -0.29818  0.334
H 4.38485 5.39894 -2.47406  0.428
H 3.27719 3.66740 -3.93917  0.455
H 5.05929 0.75513 -5.15582  0.347
H 1.48615 1.23835 -3.80799  0.284
H 4.47253 1.04727 -1.80997  0.104
H 4.49188 -0.58948 0.12361  0.492
H 2.25122 -1.36159 0.97872  0.559
H 0.29226 1.08880 -1.75851  0.898
H 6.80572 1.33797 -3.42512  0.502
H 7.82094 2.91864 -2.19696  0.445

Atoms 1-6, force components in eV/Å:
-0.995 -1.898 -0.277
-0.475 1.617 -0.040
-1.048 -1.467 0.298
-1.269 1.443 -0.106
0.518 -0.796 0.165
-0.312 0.916 -0.113

***

Entry 3:
The following is a DFT calculation (ωB97M-V/def2-TZVPD) of C4H12N2S2 in the gas phase.

Its energy above the lowest of the compared OMol25 structures with the same formula, charge and spin is 52.39 kcal per mole. Its SMILES is CNC[C@H](N)CSS. The total energy is -28991.0780 eV. Its largest force on an atom is 4.84 eV/A.

Each line ends with the natural charge from an NBO analysis.
Geometry (Å):
C 2.94924 0.14570 1.26780  -0.429
N 1.52731 0.51338 1.01056  -0.618
C 0.99881 -0.53684 -0.02614  -0.249
C -0.59528 -0.49760 0.06702  -0.066
N -1.06984 -1.84174 -0.35923  -0.827
C -1.12696 0.73477 -0.75998  -0.610
S -2.54020 1.77021 -0.51702  0.131
S -4.27326 1.04517 -1.10329  -0.129
H 3.50338 0.19400 0.34182  0.189
H 3.25814 1.12592 1.89034  0.208
H 3.06696 -0.86114 1.64923  0.184
H 1.02138 0.28375 1.94677  0.341
H 1.26167 -1.64692 0.14772  0.201
H 1.48761 -0.17568 -0.91602  0.194
H -0.86220 -0.33274 1.14462  0.191
H -1.07354 -1.71375 -1.31102  0.344
H -2.03461 -2.02765 -0.02767  0.366
H -0.78022 0.60660 -1.73224  0.206
H -0.29468 1.63281 -0.41736  0.264
H -4.42370 1.58174 -2.29591  0.110

Atoms 1-6, force components in eV/Å:
-0.564 3.690 0.784
-1.060 -3.417 0.612
-1.036 0.507 2.611
0.192 0.226 0.474
-0.582 0.921 2.867
3.668 1.725 2.645

***

Entry 4:
The following is a DFT calculation (ωB97M-V/def2-TZVPD) of 4 unconnected molecules or ions with the total composition C26H45N2O5.

The total energy is -40897.9300 eV. Its largest force on an atom is 1.54 eV/A. Its net charge is +1.

Each line ends with the Mulliken charge.
Geometry (Å):
C -0.35665 -2.84112 1.07995  -0.006
C -0.75309 -2.54236 -0.01398  -0.483
C -1.58745 -2.19945 -1.20915  0.267
O -0.97507 -1.15517 -1.97831  -0.367
C -1.24944 0.10205 -1.51939  -0.088
O -2.14125 0.77326 -1.92404  -0.399
C -0.24840 0.66843 -0.52681  1.515
C 1.11432 0.59171 -0.86818  -0.882
C 2.03327 1.16266 -0.01171  -0.055
C 3.53956 1.18517 -0.25502  -0.506
C 4.08355 2.52455 0.09542  -0.876
C 4.36729 3.59236 0.56351  0.358
N 1.61605 1.74212 1.12145  0.232
C 0.32228 1.82639 1.46876  -1.116
C -0.67589 1.30437 0.65431  0.700
C -2.11210 1.46734 1.12395  -0.194
C -2.87875 0.12241 1.31074  -0.691
N -3.88684 -0.12347 0.24948  -0.475
H -0.05914 -2.98108 2.09870  0.434
H -1.60965 -3.09491 -1.83750  -0.122
H -2.61873 -1.96050 -0.92957  0.223
H 1.43525 0.10189 -1.78109  0.570
H 3.74786 1.00008 -1.31341  0.431
H 3.99632 0.40804 0.37366  0.130
H 4.49524 4.54960 1.02727  0.407
H 2.28854 2.14998 1.76625  0.317
H 0.05066 2.32891 2.39160  0.428
H -2.07650 1.91845 2.12301  0.488
H -2.67931 2.18402 0.50832  -0.361
H -3.42001 0.21362 2.26601  0.485
H -2.18082 -0.71203 1.42248  0.100
H -4.30042 0.78075 0.03856  0.209
H -4.63626 -0.66491 0.67080  0.270
C 7.40682 0.63408 2.17284  -1.158
C 6.01993 0.86398 2.74599  0.069
O 5.14916 -0.25421 2.62611  -0.319
C 5.56919 -1.44915 3.27321  -0.417
C 5.75287 -1.30353 4.77285  -1.043
H 7.34362 0.34867 1.12106  0.300
H 8.00227 1.54385 2.25316  0.391
H 7.94014 -0.15869 2.69778  0.309
H 5.53538 1.66939 2.19439  -0.052
H 6.07975 1.19311 3.78868  0.328
H 6.48066 -1.83252 2.80438  0.326
H 4.78658 -2.18254 3.07574  0.329
H 6.53371 -0.58478 5.02329  0.274
H 6.03049 -2.26234 5.21068  0.393
H 4.82732 -0.96262 5.24027  0.289
C -2.43220 -4.83813 -4.55487  -0.919
C -3.22040 -5.75594 -3.63387  -0.359
O -3.43275 -7.05018 -4.15683  -0.429
C -2.27133 -7.80939 -4.44868  -0.327
C -1.38077 -8.06145 -3.24407  -0.974
H -2.93141 -4.74367 -5.51997  0.346
H -2.34145 -3.84437 -4.11096  0.275
H -1.42437 -5.21209 -4.74081  0.260
H -4.21378 -5.33479 -3.47392  0.355
H -2.74450 -5.81650 -2.64669  0.269
H -1.70421 -7.34056 -5.26037  0.278
H -2.63282 -8.76280 -4.83361  0.342
H -0.98466 -7.13509 -2.82450  0.227
H -0.53404 -8.68724 -3.52787  0.384
H -1.94008 -8.56868 -2.45635  0.288
C -2.80435 5.95509 -1.59196  -1.267
C -3.18080 4.89642 -0.57086  0.038
O -2.68309 5.15411 0.73300  -0.385
C -3.11367 6.36332 1.34253  -0.346
C -4.61876 6.46319 1.51441  -1.068
H -1.71975 6.06304 -1.64739  0.329
H -3.17981 5.67844 -2.57753  0.390
H -3.22045 6.93068 -1.34019  0.310
H -2.74957 3.93982 -0.87462  0.089
H -4.26642 4.75231 -0.54220  0.310
H -2.72695 7.22500 0.78927  0.326
H -2.63773 6.38476 2.32348  0.333
H -5.14290 6.45432 0.55809  0.274
H -4.87683 7.39020 2.02654  0.411
H -4.99251 5.62435 2.10431  0.278

Atoms 1-6, force components in eV/Å:
0.080 0.350 0.080
-1.148 0.245 0.011
0.949 -1.128 0.439
-0.164 0.487 0.112
0.027 0.058 -0.069
-0.009 0.111 -0.055

***

Question: What is the formula in the third record?
Answer: C4H12N2S2

***

Question: Which value of largest force on an atom does entry 3 give?
Answer: 4.84 eV/A

***

Question: Which formula does entry 3 have?
Answer: C4H12N2S2

***

Question: largest force on an atom of number 2 (C46H45N6O7S3Sn)?
Answer: 5.45 eV/A